Entry from the OMol25 dataset: one molecule with the formula C5H11FN2 (ωB97M-V/def2-TZVPD).

```
19
Properties=species:S:1:pos:R:3
C -0.81 1.69 -1.18
N -0.30 0.98 -0.08
C 0.78 1.55 0.58
C 1.01 0.32 -0.36
C 1.08 -1.01 0.40
F 2.14 -1.89 0.13
C -0.20 -2.05 0.18
N -1.54 -1.59 0.57
H -1.49 2.32 -0.54
H 0.03 2.15 -1.76
H -1.53 1.02 -1.59
H 1.31 2.77 0.44
H 0.93 1.35 1.71
H 1.62 0.42 -1.33
H 0.96 -0.80 1.50
H -0.36 -2.32 -0.97
H 0.16 -2.83 0.95
H -1.98 -0.66 -0.15
H -1.77 -1.43 1.51
```

Calculated values
2S+1: 1
SMILES string: CN1C[C@H]1[C@H](F)CN
relative energy (zero: lowest compared OMol25 entry of this formula, charge and spin): 476.9 kJ/mol
HOMO-LUMO gap: 9.242 eV
maximum force: 5.76 eV/A



Entry from the OMol25 dataset: a 2-piece molecular cluster, C5H11FO overall (ωB97M-V/def2-TZVPD).

```
18
Properties=species:S:1:pos:R:3
C 0.53 2.25 -0.68
C -1.19 -1.38 1.62
C 0.79 -1.63 -0.13
C -0.32 1.17 -1.33
C 0.00 -0.87 0.90
O -1.20 0.57 -0.48
F 0.64 0.21 1.37
H 1.53 1.86 -0.33
H 0.79 3.01 -1.42
H 0.02 2.56 0.32
H -1.01 -2.31 2.09
H -1.33 -0.57 2.40
H -1.97 -1.37 0.99
H 0.41 -2.57 -0.60
H 1.77 -1.99 0.33
H 1.03 -0.96 -1.01
H 0.26 0.43 -1.85
H -0.76 1.58 -2.20
```

Calculated values
2S+1: 1
relative energy (zero: lowest compared OMol25 entry of this formula, charge and spin): 313.9 kJ/mol
HOMO-LUMO gap (alpha / beta): 7.658 / 8.822 eV
maximum force: 5.61 eV/A



Entry from the OMol25 dataset: a 2-piece molecular cluster, C5H11IN overall (ωB97M-V/def2-TZVPD).

```
18
Properties=species:S:1:pos:R:3
C 1.25 0.99 -1.79
C 0.15 0.05 -1.16
C -1.85 0.24 0.58
C 0.40 0.99 1.16
C -0.45 0.26 0.20
N 1.58 -0.27 -1.28
I 0.29 -3.18 1.53
H 1.01 1.09 -2.82
H 1.45 1.76 -1.15
H -0.55 -0.45 -1.72
H -2.27 1.16 0.97
H -1.99 -0.39 1.38
H -2.45 -0.22 -0.14
H 0.84 1.96 0.59
H -0.27 1.18 2.01
H 1.27 0.28 1.34
H 1.81 -0.96 -1.98
H -0.23 -4.47 2.27
```

Calculated values
2S+1: 1
relative energy (zero: lowest compared OMol25 entry of this formula, charge and spin): 339.3 kJ/mol
charge: +1
HOMO-LUMO gap: 7.205 eV
maximum force: 3.92 eV/A



Entry from the OMol25 dataset: a 2-piece molecular cluster, C5H11IN2 overall (ωB97M-V/def2-TZVPD).

```
19
Properties=species:S:1:pos:R:3
C -0.82 0.71 1.92
C 1.34 -0.35 1.20
C 0.33 -1.27 -2.14
C -0.21 -0.39 0.94
C -0.55 0.01 -0.40
N -0.45 1.58 -1.92
N 0.15 1.05 -1.00
I -2.71 0.12 -0.80
H -1.69 0.39 2.51
H -1.19 1.61 1.45
H 0.00 0.87 2.51
H 1.45 -0.97 2.04
H 1.76 0.65 1.41
H 1.94 -0.79 0.37
H 0.15 -0.69 -3.07
H -0.32 -2.06 -1.80
H 1.41 -1.41 -1.97
H -0.68 -1.36 1.20
H 0.09 2.30 -2.46
```

Calculated values
2S+1: 1
relative energy (zero: lowest compared OMol25 entry of this formula, charge and spin): 306.1 kJ/mol
HOMO-LUMO gap: 8.216 eV
maximum force: 4.35 eV/A



Entry from the OMol25 dataset: a 2-piece molecular cluster, C5H11INO2 overall (ωB97M-V/def2-TZVPD).

```
20
Properties=species:S:1:pos:R:3
C -0.57 1.41 -0.34
C -0.39 -1.08 -0.75
C -0.46 -0.13 1.46
C 1.52 -0.04 0.12
C -0.02 0.14 0.09
N 2.13 0.63 -0.80
O 3.55 0.39 -0.93
O 2.09 -0.75 0.95
I -4.37 -0.09 0.18
H -0.13 2.16 0.17
H -0.55 1.55 -1.37
H -1.67 1.54 0.00
H -0.22 -1.93 -0.07
H 0.08 -1.19 -1.75
H -1.37 -0.94 -1.15
H -0.14 -1.25 1.76
H -0.15 0.70 2.07
H -1.53 -0.04 1.38
H 1.81 1.19 -1.58
H 3.71 -0.06 -0.03
```

Calculated values
2S+1: 1
relative energy (zero: lowest compared OMol25 entry of this formula, charge and spin): 0.0 kJ/mol
charge: -1
HOMO-LUMO gap: 6.594 eV
maximum force: 4.50 eV/A



Entry from the OMol25 dataset: C5H11MgO4Pr as an isolated structure (ωB97M-V/def2-TZVPD).

```
22
Properties=species:S:1:pos:R:3
O 0.23 -0.79 1.46
C 1.42 -0.24 1.90
C 1.95 0.84 0.96
O 1.73 0.53 -0.41
C 1.07 1.49 -1.24
C 1.05 0.84 -2.61
O 0.28 -0.36 -2.50
C 0.03 -1.08 -3.69
Mg -0.03 -0.92 -0.53
H 2.11 -1.10 2.02
H 1.35 0.21 2.90
H 3.02 1.04 1.11
H 1.39 1.77 1.17
H 1.66 2.42 -1.30
H 2.06 0.53 -2.92
H 0.58 1.50 -3.35
H -0.69 -1.87 -3.43
H -0.40 -0.43 -4.45
H 0.98 -1.52 -4.03
Pr -2.26 -1.20 2.01
O -1.66 -0.01 0.00
H -0.14 1.85 -0.76
```

Calculated values
2S+1: 4
relative energy (zero: lowest compared OMol25 entry of this formula, charge and spin): 0.0 kJ/mol
charge: +1
HOMO-LUMO gap (alpha / beta): 5.977 / 6.581 eV
maximum force: 4.22 eV/A
<S²>: 3.75



Entry from the OMol25 dataset: C5H11MnNP as an isolated structure (ωB97M-V/def2-TZVPD).

```
19
Properties=species:S:1:pos:R:3
C -1.22 -1.95 -0.09
C -0.77 -2.03 -1.54
C 0.64 -2.36 -1.76
C 1.37 -2.04 -0.52
C 0.42 -1.91 0.70
Mn -0.01 -0.33 -0.50
P -1.56 1.05 0.51
H -2.29 -1.64 0.04
H -1.52 -2.01 -2.39
H 0.99 -2.96 -2.59
H 0.65 -1.73 1.83
H 2.51 -2.02 -0.49
H -1.35 1.06 1.99
H -2.94 0.67 0.40
H -1.65 2.47 0.12
N 1.42 1.25 0.15
H 1.97 1.97 -0.33
H 2.03 0.74 0.77
H 0.75 1.77 0.76
```

Calculated values
2S+1: 5
relative energy (zero: lowest compared OMol25 entry of this formula, charge and spin): 34.5 kJ/mol
HOMO-LUMO gap (alpha / beta): 5.844 / 6.047 eV
maximum force: 4.30 eV/A
<S²>: 6.13



Entry from the OMol25 dataset: C5H11N as an isolated structure (ωB97M-V/def2-TZVPD).

```
17
Properties=species:S:1:pos:R:3
C -2.25 0.19 1.35
C -1.28 -0.72 0.58
C 0.23 -0.15 0.52
C 0.23 1.00 -0.47
N 1.61 0.55 -0.63
C 1.76 -0.55 -1.58
H -1.73 0.55 2.22
H -2.56 1.08 0.74
H -3.17 -0.40 1.52
H -1.55 -0.72 -0.47
H -1.27 -1.70 1.09
H 0.31 0.23 1.54
H 0.86 -1.05 0.64
H 0.36 2.03 -0.08
H 0.75 -0.84 -1.89
H 2.35 -1.41 -1.20
H 2.36 -0.21 -2.41
```

Calculated values
2S+1: 2
relative energy (zero: lowest compared OMol25 entry of this formula, charge and spin): 330.8 kJ/mol
charge: -1
HOMO-LUMO gap (alpha / beta): 5.438 / 5.820 eV
maximum force: 6.46 eV/A
<S²>: 0.76



Entry from the OMol25 dataset: one molecule with the formula C5H11N (ωB97M-V/def2-TZVPD).

```
17
Properties=species:S:1:pos:R:3
C 0.76 -1.31 -1.48
C -0.10 -0.86 -0.18
C -0.98 0.30 -0.63
C -0.79 1.22 0.60
N 0.56 1.03 0.80
C 0.60 -0.39 0.98
H 1.61 -0.38 -1.46
H -0.10 -0.99 -2.31
H 0.94 -2.51 -1.41
H -0.61 -1.56 0.15
H -2.02 -0.20 -0.76
H -0.77 0.70 -1.53
H -0.77 2.24 0.19
H -1.68 1.13 1.39
H 1.15 1.60 1.57
H -0.26 -0.46 1.78
H 1.66 -0.55 1.03
```

Calculated values
2S+1: 1
SMILES string: C[C@@H]1CCNC1
relative energy (zero: lowest compared OMol25 entry of this formula, charge and spin): 447.3 kJ/mol
HOMO-LUMO gap: 9.823 eV
maximum force: 8.41 eV/A



Entry from the OMol25 dataset: one molecule with the formula C5H11N (ωB97M-V/def2-TZVPD).

```
17
Properties=species:S:1:pos:R:3
C 0.99 -0.43 1.87
C 0.24 0.81 1.34
N -0.24 0.80 -0.05
C -1.51 0.18 -0.34
C -0.25 -0.37 -0.90
C 0.19 -0.17 -2.33
H 0.85 -0.52 2.95
H 0.63 -1.36 1.42
H 2.06 -0.35 1.67
H -0.63 1.02 1.97
H 0.90 1.68 1.44
H -1.98 -0.40 0.46
H -2.21 0.77 -0.93
H 0.04 -1.33 -0.46
H 0.05 -1.08 -2.93
H 1.25 0.10 -2.37
H -0.38 0.65 -2.79
```

Calculated values
2S+1: 1
SMILES string: CCN1C[C@H]1C
relative energy (zero: lowest compared OMol25 entry of this formula, charge and spin): 136.9 kJ/mol
HOMO-LUMO gap: 10.008 eV
maximum force: 0.26 eV/A